[1]
Here is a 3-piece molecular cluster, C16H42ClN2O2PS overall from OMol25. Energies are from the ωB97M-V functional and the def2-TZVPD basis.

Geometry as XYZ:
```
65
Properties=species:S:1:pos:R:3:lowdin_charge:R:1
O 3.934 -1.292 -2.444 -0.41
S 5.119 -0.298 -2.371 0.49
O 5.983 -0.554 -3.667 -0.45
Cl 6.428 -0.789 -0.767 0.29
C 4.647 1.513 -2.416 -0.27
C 3.593 1.991 -1.255 -0.23
C 2.208 1.119 -1.169 -0.30
C 1.458 0.860 -2.604 -0.46
P -0.178 -0.148 -2.288 0.63
H 5.634 2.167 -2.271 0.13
H 4.287 1.753 -3.527 0.14
H 3.279 3.129 -1.429 0.13
H 4.093 1.974 -0.172 0.11
H 1.480 1.710 -0.447 0.11
H 2.470 0.077 -0.695 0.10
H 1.079 1.881 -3.091 0.09
H 2.115 0.315 -3.404 0.07
H -0.665 0.243 -3.607 -0.02
H -0.553 0.741 -1.194 -0.02
H 0.606 -1.369 -2.077 -0.02
H -1.365 -0.978 -2.038 -0.12
C 0.515 1.751 4.715 -0.09
C 1.598 0.913 4.038 -0.27
N 2.752 1.691 3.572 -0.19
C 3.655 0.917 2.711 -0.26
C 4.386 -0.269 3.335 -0.08
C 3.420 2.527 4.572 -0.25
C 3.980 1.835 5.811 -0.09
H 0.152 2.541 4.050 0.08
H -0.335 1.113 4.974 0.07
H 0.870 2.210 5.643 0.06
H 1.130 0.429 3.175 0.12
H 1.901 0.114 4.724 0.10
H 4.397 1.592 2.264 0.10
H 3.072 0.544 1.859 0.10
H 5.217 0.056 3.963 0.06
H 4.812 -0.896 2.545 0.07
H 3.723 -0.903 3.930 0.07
H 2.709 3.298 4.904 0.10
H 4.224 3.100 4.093 0.11
H 3.301 1.084 6.219 0.07
H 4.153 2.577 6.598 0.07
H 4.943 1.365 5.603 0.05
C -4.385 -1.992 -0.019 -0.09
C -5.126 -1.224 -1.113 -0.27
N -4.725 -1.593 -2.477 -0.19
C -5.257 -0.679 -3.496 -0.25
C -6.770 -0.628 -3.682 -0.09
C -4.810 -3.014 -2.819 -0.25
C -6.172 -3.690 -2.691 -0.09
H -3.302 -1.862 -0.108 0.07
H -4.690 -1.617 0.963 0.07
H -4.613 -3.062 -0.042 0.06
H -4.906 -0.163 -0.958 0.12
H -6.203 -1.351 -0.961 0.09
H -4.790 -0.905 -4.464 0.11
H -4.913 0.335 -3.254 0.11
H -7.138 -1.498 -4.229 0.05
H -7.040 0.254 -4.272 0.07
H -7.307 -0.558 -2.732 0.07
H -4.097 -3.561 -2.186 0.10
H -4.432 -3.169 -3.836 0.11
H -6.703 -3.404 -1.781 0.07
H -6.039 -4.777 -2.659 0.07
H -6.806 -3.475 -3.552 0.05
```

Its charge is 0. The value obtained for the HOMO-LUMO gap is 6.8 eV. Its largest force on an atom is 8.6 eV/A. The SMILES is O=S(=O)(Cl)CCCC[PH4].CCN(CC)CC.CCN(CC)CC. The calculation puts the HOMO energy at -8.0 eV. The total energy is -56988.0257 eV.


[2]
Here is a 3-piece molecular cluster, C2H3NO2 overall from OMol25. Energies are from the ωB97M-V functional and the def2-TZVPD basis.

Geometry as XYZ:
```
8
Properties=species:S:1:pos:R:3:lowdin_charge:R:1
C 0.828 -0.208 -0.824 -0.08
C 0.357 1.047 -0.395 -0.10
N -1.372 -0.027 -1.039 0.07
O -0.976 1.046 -0.600 0.03
O -0.294 -0.844 -1.238 -0.05
H 0.279 -1.709 1.656 0.02
H 0.749 1.897 -0.005 0.08
H 0.429 -1.201 2.445 0.04
```

Its charge is 0. The value obtained for the HOMO-LUMO gap is 8.8 eV. Its largest force on an atom is 4.4 eV/A. The calculation puts the HOMO energy at -9.5 eV. The total energy is -7700.1906 eV. The energy above the lowest of the compared OMol25 structures with the same formula, charge and spin is 176.5 kcal/mol.


[3]
Here is C26H26B2CuN2O20 as an isolated structure from OMol25. Energies are from the ωB97M-V functional and the def2-TZVPD basis.

Geometry as XYZ:
```
77
Properties=species:S:1:pos:R:3:lowdin_charge:R:1
Cu 1.320 -0.840 -0.631 0.39
O -1.596 1.344 7.127 0.18
C -0.607 0.969 6.616 -0.40
O -0.091 1.319 5.426 0.21
B 1.077 0.460 5.147 -0.85
O 1.388 -0.250 6.407 0.21
C 0.374 -0.016 7.275 -0.36
O 0.283 -0.498 8.372 0.14
O 2.234 1.361 4.821 0.24
C 2.724 0.971 3.670 -0.40
O 3.732 1.366 3.107 0.11
C 1.923 -0.211 3.152 -0.41
O 0.822 -0.335 3.914 0.22
O 2.211 -0.928 2.256 0.15
O -0.622 -1.506 -0.264 0.08
C -1.825 -1.717 -0.190 -0.37
O -2.583 -1.356 0.745 0.29
B -3.966 -1.750 0.456 -0.86
O -3.908 -2.258 -0.915 0.25
C -2.646 -2.460 -1.283 -0.38
O -2.252 -3.087 -2.191 0.17
O -4.793 -0.485 0.497 0.20
C -5.625 -0.610 1.522 -0.40
O -6.176 0.259 2.111 0.16
C -5.671 -2.153 1.871 -0.40
O -4.510 -2.673 1.458 0.24
O -6.527 -2.660 2.480 0.19
N 2.454 0.705 -0.859 0.00
C 2.808 1.526 0.152 -0.11
C 3.643 2.581 -0.022 -0.04
C 4.247 2.738 -1.273 -0.05
C 3.941 1.876 -2.302 -0.05
C 3.030 0.842 -2.060 -0.09
H 2.254 1.325 1.095 0.10
H 3.802 3.230 0.849 0.12
H 4.884 3.579 -1.387 0.10
H 4.494 2.020 -3.222 0.10
H 2.768 0.125 -2.845 0.12
N 1.814 -2.771 -1.312 0.03
C 2.850 -3.377 -0.701 -0.10
C 3.217 -4.677 -0.936 -0.06
C 2.365 -5.452 -1.697 -0.06
C 1.254 -4.866 -2.306 -0.03
C 1.049 -3.512 -2.092 -0.12
H 3.488 -2.693 -0.178 0.11
H 4.036 -5.163 -0.433 0.11
H 2.649 -6.424 -1.980 0.09
H 0.510 -5.455 -2.846 0.11
H 0.170 -3.091 -2.526 0.09
O -0.048 -0.338 -3.433 0.09
C -1.161 0.052 -3.198 -0.49
O -2.293 -0.510 -3.768 -0.07
C -2.069 -1.413 -4.843 -0.23
C -2.077 -0.645 -6.189 -0.05
C -1.751 1.090 -2.286 0.04
H -2.938 -2.084 -4.815 0.12
H -1.123 -1.929 -4.590 0.11
H -1.760 -1.353 -6.941 0.06
H -1.332 0.143 -6.157 0.07
H -3.110 -0.399 -6.417 0.07
H -2.837 1.131 -2.381 0.10
H -1.411 2.121 -2.664 0.13
H -1.462 1.036 -1.259 0.04
O 0.517 3.872 -0.554 0.11
C 0.697 4.153 0.590 -0.53
O 0.221 3.350 1.566 -0.01
C -0.359 2.109 1.236 -0.24
C -1.887 2.234 1.114 -0.03
C 1.481 5.317 1.176 0.04
H -0.055 1.461 2.068 0.12
H 0.128 1.599 0.380 0.09
H -2.011 3.025 0.325 0.09
H -2.337 2.582 2.041 0.08
H -2.381 1.276 0.815 0.08
H 0.940 5.758 1.984 0.08
H 1.658 6.116 0.498 0.08
H 2.343 4.923 1.628 0.06
```

Its charge is -1. The value obtained for the HOMO-LUMO gap is 8.9 eV. Its largest force on an atom is 3.0 eV/A. The calculation puts the HOMO energy at -6.9 eV. The total energy is -117320.8772 eV.


[4]
Here is C26H23N2OPSSr as an isolated structure from OMol25. Energies are from the ωB97M-V functional and the def2-TZVPD basis.

Geometry as XYZ:
```
55
Properties=species:S:1:pos:R:3:lowdin_charge:R:1
Sr 0.889 1.676 1.262 1.37
C -2.337 -4.434 -0.845 -0.09
C -2.754 -3.361 -1.619 -0.08
C -2.054 -2.163 -1.584 -0.08
C -0.935 -2.027 -0.767 -0.38
C -0.529 -3.108 0.014 -0.11
C -1.221 -4.308 -0.030 -0.09
P 0.061 -0.497 -0.657 1.01
C -1.000 0.746 -1.476 -0.40
C -0.781 1.227 -2.765 -0.07
C -1.605 2.209 -3.291 -0.07
C -2.652 2.726 -2.537 -0.08
C -2.873 2.261 -1.250 -0.07
C -2.047 1.280 -0.721 -0.13
C 1.404 -0.786 -1.834 -0.34
C 1.389 -1.804 -2.756 -0.08
C 2.453 -1.953 -3.666 -0.08
C 3.502 -1.077 -3.638 -0.04
C 3.547 -0.018 -2.702 -0.18
C 4.630 0.893 -2.678 -0.06
C 4.641 1.906 -1.764 -0.10
C 3.574 2.041 -0.845 -0.19
C 2.483 1.194 -0.796 -0.24
C 2.485 0.143 -1.766 -0.25
H -2.883 -5.368 -0.874 0.10
H -3.625 -3.457 -2.255 0.10
H -2.379 -1.330 -2.195 0.10
H 0.341 -3.005 0.653 0.10
H -0.896 -5.145 0.575 0.10
H 0.041 0.833 -3.350 0.11
H -1.427 2.577 -4.293 0.10
H -3.289 3.497 -2.951 0.10
H -3.678 2.666 -0.649 0.11
H -2.226 0.924 0.290 0.09
H 0.559 -2.499 -2.792 0.10
H 2.429 -2.761 -4.386 0.10
H 4.322 -1.183 -4.340 0.11
H 5.436 0.767 -3.392 0.11
H 5.465 2.610 -1.736 0.10
H 3.650 2.872 -0.139 0.06
C 0.145 1.819 5.462 -0.02
N -0.312 0.508 5.028 -0.16
C -1.485 -0.016 5.705 -0.04
C 0.178 -0.070 3.945 -0.32
O 1.106 0.361 3.244 -0.22
H 0.326 1.796 6.536 0.10
H -0.615 2.568 5.237 0.08
H 1.066 2.069 4.944 0.09
H -1.290 -0.076 6.776 0.09
H -1.711 -1.012 5.329 0.09
H -2.344 0.633 5.523 0.05
H -0.315 -1.019 3.697 0.15
S -3.578 2.539 3.728 0.52
C -2.163 2.569 2.962 -1.05
N -1.114 2.567 2.429 -0.13
```

Its charge is 0. The value obtained for the HOMO-LUMO gap is 7.4 eV. Its largest force on an atom is 0.6 eV/A. The calculation puts the HOMO energy at -7.5 eV. The total energy is -53324.6457 eV.